# 1
89
Properties=species:S:1:pos:R:3:forces:R:3 method="wB97M-V/def2-TZVPD" total_charge=-2 homo_energy_ha=-0.03649 lumo_ev=3.58 orbital_gap_ha=0.1679
O 0.354808 -3.763312 0.318436 -0.08 0.15 0.20
H -1.772734 5.472767 -1.067783 -0.01 0.00 0.00
C -5.491667 2.659318 3.789891 0.02 0.00 0.03
H -3.471204 -4.898101 -0.213779 0.00 0.01 -0.01
N -0.658337 1.994080 0.166695 0.05 -0.03 -0.01
H 3.122614 -2.420085 0.050423 0.01 -0.01 0.00
H -0.012330 4.174224 -2.301385 -0.01 0.01 0.00
N -1.921762 -1.450949 -1.306802 -0.07 0.03 -0.09
H -3.121996 -0.971890 -5.720844 0.00 0.00 0.00
C 4.092911 -2.287347 -0.437461 0.02 0.00 0.02
H 6.090802 -0.789220 -1.677744 0.00 0.01 0.02
C 5.541210 1.088724 0.145496 0.01 0.00 0.00
C -2.526122 -2.529950 -1.038922 0.00 -0.02 0.05
C 4.017201 1.197081 0.165500 -0.03 0.01 -0.01
C 3.092267 -2.160563 -2.687292 0.00 0.01 0.00
H 4.032569 1.196425 2.349666 0.00 -0.01 -0.01
H -2.797732 -3.247490 -1.822740 0.05 -0.03 0.00
C 3.506471 0.697375 1.520722 0.02 -0.01 0.01
C -3.539383 -3.571976 2.888416 -0.01 0.03 0.02
C 3.661779 2.685776 0.073076 -0.04 -0.01 0.01
H -3.642258 -1.573193 -3.375494 0.01 0.00 0.01
H 4.463144 -3.291164 -0.696381 0.00 0.01 0.00
H 5.956088 1.422691 -0.810028 0.00 0.00 -0.01
C -2.902689 -2.905125 0.337581 -0.07 -0.06 0.04
C -3.389758 -4.177493 0.590092 -0.02 0.03 0.05
H -3.737061 -3.789156 3.929128 -0.01 -0.01 -0.01
C -0.485085 3.783354 -1.409818 0.04 -0.04 -0.02
H 3.406943 0.820403 -3.741716 0.01 0.00 0.00
H 3.631161 -0.381991 1.644022 -0.01 0.03 0.00
C -3.712458 -4.514782 1.897494 0.02 -0.02 -0.04
C -4.538083 2.190840 1.240559 0.02 -0.03 -0.01
Br -0.707330 0.033697 -7.079881 -0.01 -0.01 0.04
H 0.361684 -0.515172 -2.231793 0.00 -0.01 0.03
C -3.057580 -2.312384 2.539757 -0.06 -0.03 -0.06
H 5.775093 -2.276979 -2.576118 0.00 0.01 0.00
H -2.793910 4.454934 0.963017 0.00 0.00 -0.01
H -2.910026 -1.548918 3.296055 0.02 0.04 0.03
H 2.441094 0.928226 1.625745 0.00 -0.02 0.00
H 4.076930 3.235812 0.932055 -0.01 -0.01 0.00
H 5.882693 0.066253 0.317847 -0.01 -0.01 0.01
C -1.095486 -0.439680 -5.271190 -0.01 0.01 -0.03
C -0.408775 -0.643298 -2.991911 0.03 0.06 -0.01
H 2.123506 -2.400851 -2.242786 0.00 0.00 -0.01
H -4.169354 1.994881 0.240449 0.01 0.00 0.01
H -7.443115 2.749902 2.892055 0.00 0.00 0.00
H -6.578807 2.316765 0.605348 0.00 0.00 0.00
H 2.577456 2.838920 0.077876 0.01 -0.01 -0.01
O -0.584320 -4.514484 2.122023 0.14 -0.03 -0.07
Si 3.019292 0.267440 -1.286471 0.07 0.03 0.07
C -5.897513 2.372226 1.446247 -0.01 0.01 0.01
C -6.381265 2.612117 2.725033 0.01 0.00 -0.04
N 0.339139 -3.888189 1.573027 -0.03 -0.21 -0.06
H 5.984285 1.718614 0.934746 0.00 -0.01 -0.01
H 4.784721 -1.867727 0.298348 0.00 0.00 -0.01
H -5.858294 2.831262 4.795027 0.00 0.00 0.00
Rb -0.040642 -0.848167 1.102077 0.29 -0.04 -0.16
H 4.058901 3.143182 -0.836068 0.02 0.00 -0.01
H 0.872006 0.063544 -4.548639 0.00 0.01 -0.01
H 3.021878 2.284729 -2.852378 0.01 0.01 0.00
C 3.600341 1.356456 -2.804535 -0.02 -0.04 -0.01
C -2.181317 2.039192 2.040094 -0.04 -0.03 -0.04
C 3.987748 -1.414361 -1.689188 -0.04 0.01 -0.01
N -1.379048 1.324309 2.755411 -0.06 -0.03 0.15
C -2.645574 -1.241658 -3.641394 -0.03 -0.03 0.02
C -2.362025 -0.895095 -4.954875 -0.01 0.00 -0.03
H 4.664556 1.629392 -2.799643 0.00 -0.02 0.00
H 2.913747 -1.568256 -3.592267 -0.01 -0.01 0.00
C -0.115996 2.538310 -0.918972 -0.05 0.10 -0.01
N 0.342518 0.150941 4.266473 -0.07 -0.23 0.16
C -0.115024 -0.305949 -4.302445 0.01 -0.01 0.04
O 1.242600 -3.360496 2.257984 -0.11 0.10 -0.13
N -1.909850 0.667037 3.813870 0.04 -0.02 -0.04
C -4.133758 2.465575 3.586249 0.00 0.00 -0.02
N -2.751914 -1.981849 1.291194 -0.01 0.02 0.10
C -1.602672 2.671389 0.827032 0.00 -0.01 0.03
H 3.562747 -3.105803 -2.998913 0.00 0.00 0.01
H 0.974770 -0.487726 4.711777 0.00 0.03 0.02
C -1.667737 -1.134779 -2.653906 0.07 0.01 -0.03
H 0.653237 1.941561 -1.404037 0.02 -0.04 0.00
C -2.029902 3.932512 0.402176 -0.02 0.00 -0.01
H -3.449480 2.462050 4.420795 0.00 0.00 0.02
C -0.986712 0.008076 4.532641 -0.01 0.15 0.04
H 5.326511 -0.709133 -3.262530 0.00 -0.01 0.01
C -3.633522 2.234621 2.302973 0.01 0.02 0.03
H -4.059623 -5.512583 2.135745 0.00 0.00 0.00
H 0.656167 0.772524 3.548960 0.01 0.19 -0.22
C -1.461240 4.491759 -0.727221 -0.01 0.01 0.01
S -1.451069 -1.002497 5.819069 -0.04 -0.02 -0.01
C 5.369953 -1.281445 -2.331022 0.00 0.01 -0.03


# 2
84
Properties=species:S:1:pos:R:3:forces:R:3 method="wB97M-V/def2-TZVPD" total_charge=+2 homo_energy_ha="-0.44494 / -0.46466" lumo_ev="-6.49 / -6.57" orbital_gap_ha="0.2066 / 0.2233"
H -0.378831 0.929813 -4.726113 0.13 -0.32 0.00
H 2.031003 3.042151 -4.254362 -0.28 0.03 -0.03
H -0.504191 -3.317564 -5.443241 0.10 0.20 0.15
H -5.673720 -1.362473 0.600298 0.14 0.19 0.13
H 3.688460 -2.007353 2.439081 -0.11 -0.33 -0.16
C 0.299740 4.290454 -4.527928 0.11 -0.11 0.13
C -1.508239 3.940036 -2.975737 0.00 -0.16 0.30
C 0.538857 -2.704440 -3.656735 -0.04 0.29 0.17
C 3.397135 0.634736 -4.028796 -0.12 -0.05 0.16
C 0.465279 2.539100 -2.844778 -0.42 0.75 0.32
H -1.000147 -1.597373 -0.579560 -0.17 0.11 0.03
H 1.457771 -5.150244 2.903065 -0.32 0.14 0.01
C -1.381381 -1.272136 2.628324 -0.27 0.08 0.56
C 3.856480 2.166803 -2.210295 0.10 -0.16 -0.21
C -0.185432 -2.475946 -4.829545 0.08 0.09 0.02
P 1.274483 1.039508 -2.275245 -0.17 -0.19 -2.23
H -2.842431 -4.118778 0.154012 -0.18 0.25 -0.15
Cl -2.688035 4.750406 1.897295 -0.15 0.11 -0.30
C 0.980035 0.611981 -0.572641 1.01 0.83 1.08
Cl -0.433019 -1.251831 6.283280 0.02 0.36 -0.74
C 2.943569 -2.766746 2.167695 -0.15 0.26 0.10
P 1.664456 -2.787593 3.489806 -0.02 -0.61 -0.09
H -4.387344 -0.159299 0.221671 -0.25 -0.12 0.19
H -2.109689 5.766298 4.489139 0.07 -0.17 0.05
H -3.480710 -3.915271 2.897467 -0.02 0.25 -0.01
P -3.511072 -2.106288 1.261738 0.43 0.31 -0.49
C -4.771181 -0.858118 0.970562 -0.02 0.06 -0.20
C 0.616905 -0.318226 -3.259764 -0.28 -0.17 -0.09
H -4.997372 -0.325076 1.903013 0.08 -0.14 -0.22
C -4.098149 -3.031691 2.698781 0.37 -0.07 0.24
H 0.176770 -4.149355 2.118173 0.18 -0.12 0.09
Cl 2.897252 0.011004 4.149140 -0.35 0.59 -0.03
C 4.633804 0.939395 -4.602884 -0.23 -0.09 0.16
H 1.886630 -3.423474 5.792500 0.19 -0.10 -0.09
N -0.812733 2.136540 4.198742 -0.53 0.30 -0.66
H -1.070158 -0.992491 -6.136666 0.17 -0.12 0.27
C 0.751051 -4.319163 3.038389 -0.15 0.13 0.06
H -1.544181 5.404251 -4.572831 0.13 -0.26 0.22
H 1.839272 1.019531 -0.007313 -0.33 -0.18 0.23
C -0.109198 -0.089180 -4.440481 0.03 -0.12 0.26
H 3.400827 -3.762638 2.059755 -0.10 0.38 -0.01
H 3.055252 -4.333911 4.756056 -0.05 0.21 0.12
O -2.256463 0.095782 -0.461205 0.15 -0.12 -0.44
C 5.495151 1.837980 -3.977573 -0.23 -0.02 -0.05
H 3.566925 2.652374 -1.279572 0.10 0.02 -0.18
C 1.025383 3.274104 -3.908367 -0.03 -0.26 0.06
H 0.033956 -4.556060 3.834908 0.21 -0.06 -0.12
H 0.742094 4.815765 -5.374070 -0.12 -0.08 0.27
C -0.503549 -1.175259 -5.222242 -0.04 0.13 0.07
C 0.026133 0.027055 0.097898 0.46 -0.30 0.40
C -1.219731 -0.743820 0.092901 -0.86 0.04 -0.69
H 2.467484 -2.457014 1.224504 0.19 -0.18 0.17
H 6.465642 2.061083 -4.427596 -0.34 -0.03 0.22
C -1.745633 4.744527 4.430303 0.05 -0.32 -0.19
H 2.745133 -0.086160 -4.516847 0.17 0.17 0.02
C -3.474908 -3.259255 -0.112043 -0.23 -0.05 -0.06
C 0.941678 -1.624871 -2.865720 -0.23 -0.14 -0.15
C 2.591237 -3.360662 4.955741 -0.16 0.27 -0.07
H -0.171004 2.284725 6.167482 -0.14 0.12 -0.30
H -0.956607 4.624084 6.447744 -0.09 -0.02 -0.23
H -1.187139 2.446662 -1.440133 -0.01 0.08 -0.20
H -4.153396 -2.403668 3.597563 0.05 -0.15 -0.26
C -1.838186 -1.325443 1.377668 -0.42 -0.07 0.86
H -1.542413 2.137547 2.219977 0.04 -0.03 0.09
C -1.911218 4.025930 3.240572 0.49 -0.84 0.35
H -2.502063 4.203221 -2.615192 0.28 -0.03 0.00
C 5.100255 2.452731 -2.788074 -0.18 -0.05 0.25
H 0.780603 -3.718514 -3.347369 -0.02 0.18 -0.10
H 1.493475 -1.791827 -1.936262 -0.08 -0.03 -0.34
C -1.115536 4.121169 5.497298 0.09 -0.29 -0.06
C -0.786583 2.923074 -2.335192 -0.01 0.18 -0.51
H -1.979783 -1.749059 3.438092 0.34 0.23 -0.63
C 2.986272 1.249007 -2.830451 0.76 -0.02 0.30
Pb 0.261921 -0.228376 4.043182 0.96 -0.88 0.23
H -4.507659 -3.591759 -0.285749 0.34 -0.06 -0.15
C -0.665649 2.806288 5.343265 -0.11 0.30 -0.09
H 3.341419 -2.601877 5.195885 -0.05 -0.23 0.02
H -5.114157 -3.382071 2.464535 0.24 0.19 -0.09
H 5.774600 3.159989 -2.304608 -0.25 -0.20 -0.06
H -1.994151 0.454090 -1.332077 -0.05 -0.41 0.44
H -3.083676 -2.752931 -1.004698 -0.17 -0.22 0.17
H 4.910998 0.459300 -5.541251 -0.03 0.12 0.28
C -1.433057 2.708236 3.136047 0.22 0.92 1.43
C -0.975597 4.618544 -4.072379 0.10 -0.21 0.00


Number 1: E_tot -5214.9627 hartree. Number 2: E_tot -4047.0708 hartree.